No. 1
8
Properties=species:S:1:pos:R:3:forces:R:3 method="wB97M-V/def2-TZVPD" de_lowest_ev=5.9323 homo_lumo_gap_ev="7.9 / 9.7"
C 0.82939 0.34650 1.44189 -6.4944 0.3973 0.4180
C -0.54908 0.00299 -0.88320 2.1604 -2.7226 -1.0013
N -0.90318 0.24376 0.32587 2.8782 0.8298 5.0369
F 0.77440 -0.23519 -1.18233 -0.9207 0.4490 -0.2543
Cl -1.41852 -1.84096 -1.41768 0.3255 0.7362 0.4323
H 0.71832 0.77618 2.43744 -0.4665 -0.1991 -0.5827
H 1.64030 0.20435 0.89121 3.1495 -0.6006 -2.4000
H -1.09164 0.50238 -1.61320 -0.6320 1.1100 -1.6489

---

No. 2
8
Properties=species:S:1:pos:R:3:forces:R:3 method="wB97M-V/def2-TZVPD" de_lowest_ev=1.8075 homo_lumo_gap_ev=8.9
C 1.36449 -1.07097 0.11272 0.1846 0.1382 0.4566
C -0.58779 0.32422 0.54189 -2.3887 1.3221 -0.7158
N 0.46531 -0.29796 0.53543 1.5183 -1.0508 -0.0439
F -0.97751 1.01962 1.59723 0.5866 -0.1879 0.5036
Cl -2.20649 1.74206 -1.85182 0.1077 -0.1076 0.1918
H 1.29831 -2.12953 0.30882 -0.0611 -0.1898 -0.0339
H 2.23664 -0.66360 -0.37323 0.1460 0.0829 -0.0914
H -1.59295 1.07616 -0.87104 -0.0934 -0.0071 -0.2670

---

No. 3
9
Properties=species:S:1:pos:R:3:forces:R:3 method="wB97M-V/def2-TZVPD" de_lowest_ev=5.0125 homo_lumo_gap_ev="7.9 / 9.2"
C 0.05715 -1.36835 1.54945 -0.6344 0.4967 -0.2607
C 0.24533 0.71342 -1.00623 -0.1056 -1.7840 1.4593
N -0.45055 1.38435 0.00640 0.1508 1.5467 1.6000
O 0.19719 -1.82177 0.49059 -0.0074 -0.4760 -0.6614
F 0.67080 -1.71622 2.63320 0.5531 -0.2718 1.1503
Cl -2.11386 1.35310 0.00668 -0.0057 -0.2999 -0.5213
H -0.35510 0.07240 -1.56038 -1.1800 -1.2741 -1.2721
H 0.79162 1.30575 -1.65230 1.0634 1.8412 -1.1925
H 0.95743 0.07731 -0.46740 0.1658 0.2212 -0.3016

---

No. 4
7
Properties=species:S:1:pos:R:3:forces:R:3 method="wB97M-V/def2-TZVPD" charge=+1 de_lowest_ev=1.7911 smiles=[NH3+]C#CCl homo_lumo_gap_ev=9.3
C -0.37931 0.34641 0.12569 0.4607 7.4584 -2.9085
C -0.42638 1.59873 -0.38357 -0.3126 -8.5835 3.1857
N 0.38643 -0.82692 0.26417 2.0252 -3.5435 0.1508
Cl -1.40512 2.71591 -0.96848 0.0301 0.9981 -0.2477
H 0.68770 -1.15472 1.23026 -0.4693 1.3901 -0.5555
H 1.31831 -0.98446 -0.29840 -1.9884 1.0231 0.6707
H -0.18163 -1.69495 0.03034 0.2543 1.2573 -0.2955

---

No. 5
8
Properties=species:S:1:pos:R:3:forces:R:3 method="wB97M-V/def2-TZVPD" de_lowest_ev=2.5853 smiles=CN(Cl)C#N homo_lumo_gap_ev=9.7
C 1.14932 -0.90684 0.23544 -0.4677 -1.1355 -0.3477
C -0.90412 0.27559 -0.05324 -0.2165 -1.0721 -2.4326
N 1.50141 -1.97118 -0.01856 0.6364 -0.4289 -0.0525
N 0.45788 0.17113 0.53350 -0.1977 2.3595 0.5109
Cl 1.46262 1.62378 0.13363 -0.8937 -0.9329 0.2752
H -1.33500 1.27578 0.18584 0.2541 -1.1006 0.0430
H -0.75850 0.17890 -1.20540 -0.5029 0.4804 1.7583
H -1.57361 -0.64715 0.18880 1.3879 1.8301 0.2454

---

No. 6
8
Properties=species:S:1:pos:R:3:forces:R:3 method="wB97M-V/def2-TZVPD" de_lowest_ev=2.9064 homo_lumo_gap_ev=10.4
C 0.68018 -1.19482 0.12966 0.5799 -1.2196 -1.7618
C 0.44024 0.15295 0.45767 -3.1103 1.7340 -0.4288
N 0.96861 -2.24078 -0.25640 -0.2613 0.1021 0.3813
N -1.30015 0.81509 -0.25319 2.3478 -1.7764 2.2771
Cl 1.67386 1.29603 -0.06429 -0.5898 -0.4198 -0.0712
H 0.37306 0.16468 1.52290 -0.5271 0.7763 0.6327
H -0.84433 0.97179 -1.11875 0.1905 0.3340 -1.4076
H -1.99148 0.03506 -0.41760 1.3705 0.4694 0.3783

---

No. 7
8
Properties=species:S:1:pos:R:3:forces:R:3 method="wB97M-V/def2-TZVPD" de_lowest_ev=7.4512 homo_lumo_gap_ev=8.5
C -0.79571 0.04459 -0.98362 0.3495 -0.1353 -2.1448
C 1.51765 0.52980 -0.20017 -0.1058 0.0184 -2.4816
N -0.95699 -0.32036 1.32089 -0.9395 0.1152 3.0939
N -1.09856 -0.05252 0.14674 0.3816 0.5206 -1.2882
Cl 1.53178 -0.57720 1.01583 0.7615 -0.7832 0.7554
H -0.93209 -0.03858 -2.09833 -0.2335 0.4072 2.0135
H 1.61854 -0.09304 -1.17157 0.2120 0.6291 1.2146
H -0.88462 0.50731 1.97024 -0.4256 -0.7720 -1.1628

---

No. 8
9
Properties=species:S:1:pos:R:3:forces:R:3 method="wB97M-V/def2-TZVPD" de_lowest_ev=2.9107 smiles="COC1(Cl)N=N1" homo_lumo_gap_ev=10.2
C -2.37592 0.36546 0.16903 0.1756 0.6299 -0.2575
C 0.05773 -0.15391 0.27505 -0.4401 -1.0970 0.9672
N -2.86186 1.36241 -0.77094 0.6141 -0.0438 -0.1148
N -3.33788 1.43706 0.35871 0.4338 -0.5102 0.4124
O -1.16274 0.47157 0.79389 -0.5006 0.2232 -0.6542
Cl -3.04564 -1.22167 -0.09946 0.2025 -0.3307 0.2072
H 0.85846 0.63613 0.50154 -0.9606 -1.7856 -0.1394
H 0.05298 -0.41334 -0.80127 -0.3179 0.6060 0.4066
H 0.06839 -1.20434 0.81762 0.7932 2.3082 -0.8275

---

No. 9
9
Properties=species:S:1:pos:R:3:forces:R:3 method="wB97M-V/def2-TZVPD" de_lowest_ev=5.5569 homo_lumo_gap_ev="8.8 / 8.8"
C 0.19021 0.42572 -1.41169 2.2641 0.3379 0.8261
C 0.05016 -0.37394 0.72322 0.4940 2.1393 2.2181
N -0.42130 -0.17191 -0.57696 -0.3626 -0.2445 0.3829
N 2.07282 0.62042 -0.09337 -1.7284 -0.3066 -1.3415
O 1.58511 -0.22075 0.76005 -0.2615 0.4543 -0.7262
Cl 1.70118 2.51248 0.35857 -0.1294 -0.8690 0.1910
H 0.08119 0.90223 -2.37385 0.0250 -0.0658 0.0583
H -0.17347 0.55731 1.36667 -0.4261 -1.4504 -1.0482
H -0.20752 -1.28746 1.25969 0.1248 0.0048 -0.5606

---

No. 10
10
Properties=species:S:1:pos:R:3:forces:R:3 method="wB97M-V/def2-TZVPD" charge=+1 de_lowest_ev=0.7966 homo_lumo_gap_ev=9.0
C 1.38147 0.09796 0.51837 -2.0065 0.4118 -4.2281
C -0.05270 0.36670 -1.62357 0.9476 2.9240 -1.3010
N -2.28509 -0.94741 1.11014 0.6719 0.1883 0.7414
N -1.48594 -0.71296 1.86633 -3.7140 -1.0793 -3.5234
N 0.75742 0.22648 -0.47482 1.6781 -1.1799 4.8530
S -0.38849 -0.38302 2.83318 2.7733 0.8774 2.8758
Cl 2.60178 -0.09550 1.51820 0.4446 0.0345 0.4308
H -0.26586 1.51631 -1.63379 0.0128 -2.1295 -0.3489
H 0.70199 0.15583 -2.41940 -1.1120 0.0963 0.0403
H -0.96457 -0.22438 -1.69464 0.3041 -0.1437 0.4600

---

No. 11
9
Properties=species:S:1:pos:R:3:forces:R:3 method="wB97M-V/def2-TZVPD" charge=-1 de_lowest_ev=3.4696 smiles="O=C([O-])[C@@H](P)Cl" homo_lumo_gap_ev=8.0
C -0.95069 -0.74644 -0.92934 1.7199 0.8108 2.1686
C 0.55314 0.15044 -0.36889 -2.4336 -0.8661 -0.8091
O -1.76084 -0.66229 0.03498 0.4132 -0.4402 -1.7087
O -0.87610 -1.31154 -1.98895 -0.4384 -0.3104 -0.7333
P -0.32527 0.96554 0.96960 -0.2895 -0.1456 1.1274
Cl 1.92367 -0.93289 -0.07564 0.1942 -0.3532 0.2747
H 0.96789 0.93385 -0.98323 -0.1630 0.1241 -0.6277
H 0.81691 1.69460 1.35037 0.6093 0.1396 0.9076
H -0.34872 -0.09126 1.99111 0.3879 1.0409 -0.5994

---

No. 12
7
Properties=species:S:1:pos:R:3:forces:R:3 method="wB97M-V/def2-TZVPD" de_lowest_ev=1.3808 homo_lumo_gap_ev=9.1
C 0.07182 0.18278 0.47110 3.5139 -0.2963 -2.5272
C -0.78314 0.51621 -0.65889 -2.6800 -0.5804 2.2264
S -0.19579 1.91174 0.05128 -0.0014 0.9922 0.2236
Cl -2.85876 -0.06028 0.16473 1.9608 0.6054 -1.0231
H -0.33026 -0.22200 1.32121 -1.1558 -0.6796 1.9404
H 1.13144 -0.17725 0.22684 -1.6177 0.4406 0.3851
H -0.92410 0.23336 -1.65253 -0.0199 -0.4819 -1.2252

---

| no. | calculated total energy (eV) |
| --- | --- |
| 1 | -18845.781 |
| 2 | -18849.905 |
| 3 | -20895.307 |
| 4 | -16123.533 |
| 5 | -17622.823 |
| 6 | -17622.502 |
| 7 | -17617.958 |
| 8 | -19669.660 |
| 9 | -19667.013 |
| 10 | -29940.322 |
| 11 | -28029.441 |
| 12 | -25478.186 |